Entry 1:
53
Properties=species:S:1:pos:R:3 method="wB97M-V/def2-TZVPD" homo_ev=-0.701 lumo_ev=4.47 charge=-2
Cu -0.2358 1.0351 0.2653
C -0.9849 -3.4039 3.4943
C -2.1817 -3.2455 2.7494
C -2.1677 -2.7863 1.4502
C -0.9601 -2.4037 0.8549
C 0.2418 -2.5059 1.5566
C 0.1992 -3.0364 2.8701
P -1.1762 -1.6615 -0.7892
C -1.5241 -3.1225 -1.7631
C -2.2958 -2.8902 -2.9108
C -2.5145 -3.9224 -3.8254
C -1.9452 -5.1909 -3.6001
C -1.1748 -5.3827 -2.4592
C -0.9803 -4.3954 -1.5063
C 0.5262 -1.2229 -1.3193
C 1.3789 -1.9973 -2.1101
C 2.6047 -1.4508 -2.4550
C 2.9552 -0.1748 -2.0463
C 2.0960 0.5540 -1.1811
C 0.8661 0.0484 -0.8920
H -0.9972 -3.8412 4.5039
H -3.1386 -3.5893 3.1787
H -3.0527 -2.7417 0.8550
H 1.1844 -2.1409 1.1502
H 1.1657 -3.1426 3.4233
H -2.6421 -1.8927 -3.0741
H -3.0791 -3.7270 -4.7391
H -2.0259 -6.0116 -4.3298
H -0.6829 -6.3651 -2.2582
H -0.3215 -4.5339 -0.6573
H 1.0826 -2.9945 -2.4296
H 3.2706 -1.9229 -3.1982
H 3.8878 0.3441 -2.3664
H 2.3912 1.5305 -0.7952
O -1.6168 3.3028 2.7593
As -0.2827 2.1449 3.1289
O 1.2280 3.0098 2.0826
O -0.5293 0.8117 2.1984
C 1.2084 4.2837 1.7093
C 2.0916 5.1245 2.4610
C 2.1791 6.4962 2.2517
C 1.3160 7.1271 1.3273
C 0.4764 6.2993 0.6025
C 0.4617 4.8972 0.7070
S -0.2230 3.9222 -0.6859
O 0.9427 3.3331 -1.3675
O -1.0316 4.8158 -1.4636
O -1.0835 2.8463 -0.0417
H -1.7929 3.2052 1.8048
H 2.7471 4.5356 3.1247
H 2.9140 7.0854 2.7920
H 1.4292 8.1695 1.0919
H -0.2038 6.7740 -0.1287

Entry 2:
52
Properties=species:S:1:pos:R:3 method="wB97M-V/def2-TZVPD" homo_ev="-10.612 / -11.079" lumo_ev="-3.82 / -4.38" de_lowest_kcal_mol=3.62 spin_multiplicity=2 charge=+1
Ir -1.6760 -0.5983 0.0559
Se 0.1799 -0.8835 -1.4486
P 0.4309 1.3200 -1.4085
Se -1.3692 1.8029 -0.2669
C 0.4529 1.9996 -3.0660
C -0.6906 2.5671 -3.6202
C -0.6586 3.0299 -4.9270
C 0.5028 2.9156 -5.6764
C 1.6419 2.3407 -5.1256
C 1.6228 1.8835 -3.8199
C 1.9496 1.8208 -0.5986
C 2.5266 0.9952 0.3641
C 3.6430 1.4299 1.0586
C 4.1770 2.6852 0.7989
C 3.5968 3.5114 -0.1538
C 2.4815 3.0841 -0.8561
H -1.5964 2.6476 -3.0333
H -1.5424 3.4794 -5.3586
H 0.5232 3.2769 -6.6960
H 2.5456 2.2520 -5.7131
H 2.5140 1.4427 -3.3892
H 2.1055 0.0186 0.5659
H 4.0993 0.7873 1.7996
H 5.0514 3.0211 1.3403
H 4.0138 4.4891 -0.3529
H 2.0316 3.7297 -1.5996
C -0.2673 -5.8508 0.8676
C -1.3756 -4.9308 0.4437
C -2.6393 -5.3894 0.0884
C -3.6271 -4.4942 -0.2765
C -3.3301 -3.1437 -0.2835
Br -4.6668 -1.9170 -0.7652
N -2.1210 -2.6801 0.0447
C -1.1750 -3.5635 0.4027
H -0.5516 -6.8919 0.7302
H -0.0246 -5.7037 1.9208
H 0.6380 -5.6667 0.2892
H -2.8538 -6.4507 0.0983
H -4.6171 -4.8243 -0.5525
H -0.2196 -3.1329 0.6727
Cl -3.8400 1.4281 3.0419
C -2.2427 1.0929 3.5935
C -1.7445 1.7515 4.6981
C -0.4471 1.4972 5.1202
C 0.3533 0.5853 4.4452
C -0.1476 -0.0777 3.3450
Cl 0.8560 -1.2310 2.5357
C -1.4564 0.1623 2.8796
N -1.9930 -0.4735 1.8090
H -2.3696 2.4643 5.2167
H -0.0557 2.0133 5.9858
H 1.3612 0.3784 4.7757

Entry 3:
50
Properties=species:S:1:pos:R:3 method="wB97M-V/def2-TZVPD" homo_ev=-7.981 lumo_ev=-0.16 de_lowest_kcal_mol=0.00 smiles="O=S(=O)(NCCc1c(-c2cc3ccccc3o2)[nH]c2ccccc12)c1ccc(Br)cc1" charge=0
O -2.7885 3.3087 -0.7297
S -1.5681 2.9184 -1.5238
O -1.2225 3.8306 -2.6186
N -1.8509 1.3807 -2.2565
C -2.4683 0.3571 -1.3989
C -1.8722 -1.0595 -1.5896
C -0.3381 -1.0072 -1.4420
C 0.3921 -1.1698 -0.2873
C -0.0379 -1.3603 1.1204
C 0.7453 -1.6544 2.2239
C -0.0739 -1.6762 3.3741
C 0.1054 -1.8710 4.7420
C -1.0099 -1.7189 5.6018
C -2.2876 -1.3924 5.0584
C -2.4904 -1.2627 3.7014
C -1.3436 -1.3579 2.8874
O -1.3338 -1.1623 1.5378
N 1.7164 -1.1133 -0.7026
C 1.8570 -0.9042 -2.0761
C 2.9649 -0.7594 -2.9292
C 2.7598 -0.4995 -4.2919
C 1.4644 -0.4139 -4.7827
C 0.3474 -0.5853 -3.9284
C 0.5614 -0.8001 -2.5530
C -0.1264 2.5027 -0.4850
C 1.1567 2.4446 -1.0898
C 2.2271 2.0656 -0.2554
C 2.0264 1.7721 1.0797
Br 3.4688 1.1028 2.1144
C 0.7537 1.8878 1.6587
C -0.3127 2.2712 0.8698
H -0.9005 1.0810 -2.5087
H -2.2773 0.5684 -0.3331
H -3.5769 0.3635 -1.4987
H -2.2344 -1.7390 -0.7859
H -2.2023 -1.4338 -2.5446
H 1.8072 -1.7925 2.2064
H 1.0595 -2.1769 5.1423
H -0.8819 -1.8101 6.6721
H -3.1731 -1.3343 5.6877
H -3.4400 -1.0229 3.2989
H 2.4835 -1.3093 -0.0620
H 3.9896 -0.8544 -2.5385
H 3.6021 -0.3279 -4.9486
H 1.2740 -0.2181 -5.8319
H -0.6894 -0.6050 -4.2489
H 1.2570 2.6623 -2.1245
H 3.2102 1.8766 -0.6574
H 0.5653 1.6727 2.6989
H -1.2945 2.3256 1.3470

Entry 4:
56
Properties=species:S:1:pos:R:3 method="wB97M-V/def2-TZVPD" homo_ev="-10.814 / -11.114" lumo_ev="-3.28 / -4.01" de_lowest_kcal_mol=7.27 spin_multiplicity=4 charge=+1
Tc 0.3259 -0.0692 1.0414
Br -5.0307 0.8107 6.0820
C -3.5225 0.8700 4.9534
C -2.3170 1.3952 5.4348
C -1.2053 1.4518 4.6287
C -1.2463 0.9652 3.3140
O -0.1495 1.0383 2.5811
C -2.4673 0.4439 2.8290
C -2.6453 0.1011 1.4489
N -1.6941 -0.0694 0.5960
C -1.9539 -0.0862 -0.8069
C -2.9307 -0.7921 -1.4384
C -3.0793 -0.6669 -2.8402
C -2.2707 0.1634 -3.5602
C -1.2497 0.9059 -2.9158
C -0.3710 1.7896 -3.5817
C 0.5778 2.4607 -2.8628
C 0.7078 2.1987 -1.4892
N -0.0705 1.3617 -0.8385
C -1.0761 0.7525 -1.5341
C -3.6034 0.4220 3.6635
H -2.2677 1.7652 6.4501
H -0.2751 1.8683 4.9898
H -3.6678 0.0579 1.0757
H -3.5753 -1.4613 -0.8825
H -3.8443 -1.2451 -3.3389
H -2.3873 0.2555 -4.6319
H -0.4512 1.9176 -4.6526
H 1.2601 3.1502 -3.3383
H 1.4958 2.6711 -0.9147
H -4.5405 0.0442 3.2747
N 3.5082 -1.4988 3.2540
C 2.4165 -1.3352 2.5256
O 2.2104 -0.2457 1.9368
C 1.4147 -2.4328 2.3594
C 0.0380 -1.7966 2.1641
H 4.1776 -0.7484 3.3247
H 3.6896 -2.3639 3.7326
H 1.4508 -3.1522 3.1795
H 1.7030 -2.9587 1.4443
H -0.4331 -1.5364 3.1127
H -0.6147 -2.4552 1.5949
O 2.4517 -1.5261 -5.2868
C 1.8653 -0.5113 -4.6352
O 0.8983 0.0347 -5.0811
C 2.5253 -0.0718 -3.3639
C 3.5164 0.8664 -3.2179
N 3.6652 1.0571 -1.8873
N 2.8406 0.3058 -1.1546
C 2.1465 -0.3879 -2.0426
C 1.1061 -1.3810 -1.6618
O 0.6798 -2.1385 -2.5002
O 0.6849 -1.3652 -0.4178
H 3.1599 -1.9020 -4.7482
H 4.1023 1.4083 -3.9412
H 4.3216 1.6648 -1.4265

Entry 5:
55
Properties=species:S:1:pos:R:3 method="wB97M-V/def2-TZVPD" homo_ev="-12.542 / -13.848" lumo_ev="-6.22 / -6.77" de_lowest_kcal_mol=0.00 spin_multiplicity=2 charge=+2
Sn 0.2831 -0.3470 0.5814
N -0.0650 3.7549 -1.5312
C 0.2666 2.7645 -0.7262
N -0.0430 1.5052 -0.9376
C -0.7444 1.1771 -2.0958
N -0.9683 -0.0507 -2.4331
N -0.4539 -0.9535 -1.5389
C -0.4177 -2.1687 -1.9004
C 0.1028 -3.1779 -0.9772
C 0.2015 -4.5028 -1.3518
C 0.7503 -5.4086 -0.4535
C 1.1794 -4.9515 0.7783
C 1.0315 -3.6051 1.0805
N 0.4955 -2.7393 0.2225
C -1.2393 2.2459 -2.9576
C -2.0481 2.0045 -4.0721
C -2.4488 3.0546 -4.8675
C -2.0465 4.3590 -4.5662
C -1.2533 4.6157 -3.4685
C -0.8599 3.5501 -2.6696
H 0.2419 4.6909 -1.3093
H 0.8303 3.0177 0.1636
H -0.7467 -2.4614 -2.8944
H -0.1434 -4.8161 -2.3286
H 0.8466 -6.4529 -0.7202
H 1.6233 -5.6181 1.5044
H 1.3504 -3.2130 2.0337
H -2.3436 0.9878 -4.2901
H -3.0721 2.8714 -5.7316
H -2.3616 5.1785 -5.1986
H -0.9451 5.6269 -3.2290
O -4.8675 -0.6342 4.8812
C -3.9329 -0.6103 3.9329
C -4.1679 -0.2221 2.6134
C -3.1145 -0.2395 1.7318
N -1.8718 -0.6176 2.0744
C -1.6795 -0.9872 3.3368
Br 0.0811 -1.5266 3.7937
C -2.6490 -1.0046 4.3065
H -5.7286 -0.3452 4.5505
H -5.1524 0.0854 2.2850
H -3.2581 0.0548 0.6983
H -2.4443 -1.3103 5.3222
O 2.3227 -0.6520 0.1302
N 3.3262 -0.0205 0.7576
C 4.5757 -0.4074 0.4051
C 5.6690 0.1459 1.0045
C 5.4809 1.1034 2.0022
C 4.2044 1.4811 2.3451
C 3.0994 0.9240 1.6954
S 1.4851 1.4288 2.0525
H 4.6139 -1.1672 -0.3601
H 6.6549 -0.1731 0.6995
H 6.3305 1.5438 2.5071
H 4.0203 2.2123 3.1189

Entry 6:
59
Properties=species:S:1:pos:R:3 method="wB97M-V/def2-TZVPD" homo_ev="-7.185 / -7.154" lumo_ev="-0.90 / -3.26" de_lowest_kcal_mol=33.11 spin_multiplicity=5 charge=0
Co 0.5219 0.1361 0.0308
O -3.9934 2.2601 -1.9244
C -4.2745 2.2601 -0.6023
C -5.4723 2.7767 -0.1188
C -5.7437 2.7841 1.2374
C -4.8231 2.2741 2.1384
C -3.6220 1.7751 1.6740
C -3.3332 1.7582 0.3122
C -2.0366 1.2365 -0.1413
O -1.0422 1.1887 0.6531
N -1.9584 0.8399 -1.3899
N -0.7789 0.3082 -1.7411
C -0.5065 0.3416 -2.9949
S -1.5752 1.1915 -4.1036
C -0.6057 0.7399 -5.5928
C 0.8438 0.6353 -5.1815
S 0.9029 -0.4016 -3.6782
H -4.7248 2.6502 -2.4213
H -6.1945 3.1769 -0.8202
H -6.6755 3.1965 1.5929
H -5.0375 2.2713 3.1959
H -2.8775 1.3913 2.3562
H -0.7693 1.5180 -6.3363
H -0.9901 -0.2101 -5.9671
H 1.2632 1.6076 -4.9193
H 1.4637 0.1603 -5.9386
Cl 0.0266 -6.4115 -2.1709
C 0.5624 -4.8282 -1.7348
C 1.7971 -4.3933 -2.1657
C 2.2353 -3.1153 -1.8531
I 4.0783 -2.3793 -2.5357
C 1.4795 -2.2278 -1.0834
O 1.8636 -1.0409 -0.8113
C 0.2066 -2.7110 -0.6203
N -0.5030 -1.8443 0.1231
C -1.6928 -2.1835 0.5564
C -2.2772 -3.4166 0.2421
C -1.5730 -4.3237 -0.5078
C -0.2762 -3.9995 -0.9570
H 2.4200 -5.0409 -2.7650
H -2.2151 -1.4455 1.1498
H -3.2771 -3.6265 0.5878
H -2.0042 -5.2783 -0.7668
Se 1.2381 -0.3489 2.4158
C 0.2575 0.7763 3.4172
N -0.3255 1.4842 4.1169
C 2.4834 5.2248 -0.8819
N 2.5263 4.4657 0.3346
C 2.9237 4.9075 1.5716
C 2.7757 3.8826 2.4416
N 2.2944 2.8169 1.7309
C 2.1430 3.1715 0.4397
S 1.6638 2.2325 -0.8674
H 2.8869 6.2180 -0.6998
H 1.4536 5.3049 -1.2367
H 3.0650 4.7208 -1.6557
H 3.2821 5.9036 1.7214
H 2.9749 3.8276 3.4903
H 2.0441 1.9034 2.1081

Entry 7:
56
Properties=species:S:1:pos:R:3 method="wB97M-V/def2-TZVPD" homo_ev="-3.638 / -3.644" lumo_ev="1.20 / 1.54" de_lowest_kcal_mol=31.15 spin_multiplicity=2 charge=-1
Co 0.1976 -0.0331 -0.4849
S -1.2408 1.2585 -1.8178
C -1.4780 2.8596 -1.0892
C -2.3053 3.7400 -1.7876
C -2.5660 5.0085 -1.2897
C -1.9951 5.4184 -0.0926
C -1.1591 4.5550 0.6023
C -0.9038 3.2679 0.1263
S 0.2494 2.2272 0.9835
C -0.6981 1.7578 2.4908
C -0.3195 0.3437 2.9059
C -1.0178 -0.4137 3.8363
C -0.5785 -1.7107 4.0731
C 0.5125 -2.2197 3.3837
C 1.1504 -1.3927 2.4642
C 2.2944 -1.8357 1.5722
S 2.7050 -0.4902 0.4124
C 3.2931 -1.3557 -1.0012
C 4.6516 -1.2782 -1.3212
C 5.1245 -1.7967 -2.5163
C 4.2229 -2.3850 -3.3976
C 2.8749 -2.4735 -3.0851
C 2.3709 -1.9720 -1.8749
S 0.6648 -2.1148 -1.5214
N 0.7383 -0.1465 2.2862
H -2.7058 3.4198 -2.7421
H -3.1942 5.6873 -1.8565
H -2.1752 6.4181 0.2858
H -0.6885 4.8757 1.5249
H -1.7620 1.8552 2.2808
H -0.4491 2.4412 3.3030
H -1.8913 -0.0160 4.3396
H -1.1105 -2.3392 4.7770
H 0.8404 -3.2427 3.5297
H 2.0129 -2.7067 0.9764
H 3.1624 -2.0875 2.1850
H 5.3269 -0.7906 -0.6293
H 6.1763 -1.7222 -2.7678
H 4.5700 -2.7579 -4.3562
H 2.1699 -2.9006 -3.7891
Cl -2.4699 -4.6443 1.8205
C -2.5640 -2.9565 1.4177
C -3.6902 -2.2240 1.7235
C -3.6922 -0.8805 1.3849
C -2.5754 -0.3432 0.7713
N -1.4844 -1.0598 0.4776
C -1.4802 -2.3543 0.7949
H -4.5368 -2.6925 2.2114
H -4.5481 -0.2524 1.5943
H -2.5479 0.7001 0.4759
H -0.5870 -2.9132 0.5329
Se -0.2750 -1.3456 -5.6904
Sb 0.4922 0.8292 -5.0173
Se -0.9495 2.7086 -5.5037
Se 2.8572 1.1850 -5.5876
Se 0.9806 1.2914 -2.3245

Entry 8:
63
Properties=species:S:1:pos:R:3 method="wB97M-V/def2-TZVPD" homo_ev="-18.060 / -18.242" lumo_ev="-16.32 / -16.36" charge=+3
Re 0.2437 -0.0664 1.5442
C 3.0809 2.0411 -4.2841
C 2.1787 1.4241 -3.2768
C 0.7898 1.5244 -3.3789
C -0.0155 0.9203 -2.4423
C 0.5499 0.2087 -1.3626
N -0.2796 -0.4090 -0.4369
C -1.3040 -1.1535 -0.8584
C -1.3911 -1.5282 -2.2507
C -2.5343 -2.0510 -2.7714
C -3.6381 -2.2936 -1.9304
C -4.8882 -2.8673 -2.4548
C -3.4859 -2.1078 -0.5195
C -2.3403 -1.6285 0.0362
C -2.1549 -1.6406 1.5477
O -0.8207 -1.5349 1.9521
C -2.6661 -2.9956 2.1800
F -4.0009 -2.9825 2.2204
F -2.1946 -3.1321 3.3960
F -2.2559 -4.0059 1.4261
C -2.8513 -0.4347 2.2284
F -4.0034 -0.1158 1.7039
F -1.9678 0.6529 1.9723
F -2.9292 -0.5300 3.5253
C 1.9649 0.1255 -1.2144
C 2.7365 0.7020 -2.1945
C 2.5585 -0.7485 -0.1110
O 2.0056 -0.4301 1.1591
C 4.0834 -0.4806 0.1226
F 4.7970 -0.9156 -0.9101
F 4.2617 0.8412 0.2526
F 4.4921 -1.0663 1.2257
C 2.3143 -2.2759 -0.4206
F 3.2811 -3.0483 0.0018
F 1.1674 -2.6606 0.1743
F 2.1492 -2.4447 -1.7347
H 2.5912 2.8455 -4.8283
H 3.3697 1.2732 -5.0116
H 3.9993 2.4092 -3.8281
H 0.3500 2.0964 -4.1856
H -1.0901 1.0538 -2.4644
H -0.5029 -1.4295 -2.8601
H -2.5927 -2.3248 -3.8170
H -5.0675 -2.5720 -3.4879
H -5.7463 -2.6330 -1.8267
H -4.7764 -3.9634 -2.4512
H -4.3125 -2.4212 0.1032
H 3.8117 0.6004 -2.1801
C 0.8482 4.2581 2.1472
C 0.7213 2.7958 2.2224
N 0.1813 2.0270 1.3103
O -0.3211 2.5783 0.1548
C 1.1552 2.0406 3.4312
C 1.6294 2.6023 4.7207
N 0.9596 0.8129 3.1406
O 0.8864 -0.3549 3.5724
H 0.6407 4.6590 1.1594
H 1.8643 4.5349 2.4423
H 0.1800 4.7149 2.8870
H -0.9670 3.2650 0.3939
H 2.5188 3.2136 4.5586
H 1.8775 1.7961 5.4084
H 0.8586 3.2299 5.1722

no.,E_tot (a.u.),strongest force on any atom (eV/Å)
1,-5993.2613,2.7
2,-9778.2510,0.2
3,-4233.3832,4.1
4,-4305.9035,0.4
5,-4645.7534,0.4
6,-7216.9154,1.9
7,-14317.3033,2.0
8,-2666.7360,0.8